Entry 1:
C22H25ClN2PSSm as an isolated structure, computed with ωB97M-V with the def2-TZVPD basis set.

## Properties
**Gap between HOMO and LUMO (spin up / spin down)**: 6.30 / 7.52 eV
**HOMO (spin up / spin down)**: -0.525 / -0.521 Ha
**M**: 566.3 g mol⁻¹

The geometry in ORCA input format:
```
! wB97M-V def2-TZVPD RIJCOSX def2/J DEFGRID3
* xyz 2 6
Sm 0.050 0.238 1.402
Cl 0.099 1.534 3.492
P 0.035 0.581 -1.243
C -1.389 -0.291 -1.879
C -1.186 -1.080 -3.024
C -2.303 -1.624 -3.653
C -3.578 -1.441 -3.086
C -3.753 -0.722 -1.896
C -2.660 -0.133 -1.256
C -0.204 2.375 -1.261
C 0.653 3.227 -0.544
C 0.473 4.602 -0.677
C -0.534 5.115 -1.510
C -1.391 4.243 -2.208
C -1.227 2.868 -2.081
C 1.639 0.142 -1.883
C 2.666 -0.391 -1.058
C 3.922 -0.546 -1.655
C 4.117 -0.228 -3.004
C 3.081 0.297 -3.798
C 1.829 0.520 -3.220
H 1.477 2.848 0.065
H 1.127 5.304 -0.152
H -0.664 6.198 -1.649
H -2.176 4.625 -2.865
H -1.846 2.166 -2.625
H -0.160 -1.186 -3.391
H -2.140 -2.176 -4.578
H -4.426 -1.875 -3.604
H -4.757 -0.603 -1.467
H -2.781 0.454 -0.327
H 2.478 -0.681 -0.002
H 4.757 -0.921 -1.055
H 5.079 -0.383 -3.484
H 3.200 0.546 -4.852
H 0.981 0.963 -3.761
H -0.133 -5.156 -4.034
H 0.644 -5.117 -3.997
S -0.099 -2.360 1.838
C -0.091 -1.791 3.521
N -1.275 -1.576 4.161
C -1.305 -1.713 5.621
C -0.086 -1.024 6.227
C 1.210 -1.567 5.658
N 1.057 -1.773 4.225
H -2.044 -2.023 3.692
H -1.323 -2.781 5.889
H -2.207 -1.224 5.986
H -0.085 -1.129 7.325
H -0.132 0.052 5.996
H 1.471 -2.512 6.147
H 2.015 -0.843 5.822
H 1.897 -2.031 3.706
*
```

***

Entry 2:
C22H25ILaNO as an isolated structure, computed with ωB97M-V with the def2-TZVPD basis set.

## Properties
**Gap between HOMO and LUMO**: 6.60 eV
**HOMO**: -0.248 Ha
**M**: 585.3 g mol⁻¹

The geometry in ORCA input format:
```
! wB97M-V def2-TZVPD RIJCOSX def2/J DEFGRID3
* xyz 0 1
C -1.154 0.280 2.060
C -1.422 1.165 0.974
C -2.450 0.586 0.173
H -0.950 2.132 0.785
C -2.814 -0.667 0.758
C -2.020 -0.853 1.929
H -3.604 -1.327 0.398
C 2.727 0.943 -0.344
C 1.759 1.951 -0.066
C 1.189 2.362 -1.294
H 1.503 2.329 0.921
C 1.680 1.497 -2.331
C 2.716 0.694 -1.738
H -2.951 1.074 -0.665
H -2.055 -1.720 2.592
H -0.414 0.440 2.848
H 3.385 0.020 -2.275
H 0.486 3.181 -1.437
H 3.364 0.455 0.396
La -0.280 -1.082 -0.079
C 0.788 1.003 -3.494
C 1.627 0.418 -4.624
C -0.155 2.090 -4.001
H 2.401 1.137 -4.946
H 0.979 0.195 -5.483
H 2.149 -0.505 -4.338
H 0.438 2.978 -4.279
H -0.914 2.392 -3.264
H -0.693 1.742 -4.897
C -0.002 -0.098 -2.684
C -1.200 -1.033 -2.876
H -0.368 0.567 -1.825
H 0.819 -0.811 -2.394
O -1.442 -1.699 -1.768
N -2.074 -1.126 -3.841
C -3.485 -1.511 -3.533
H -1.880 -0.753 -4.772
C -4.306 -0.318 -3.046
C -5.342 -0.401 -2.088
H -5.640 -1.372 -1.669
C -6.013 0.761 -1.678
H -6.795 0.706 -0.912
C -5.693 2.000 -2.244
H -6.204 2.905 -1.918
C -4.664 2.084 -3.183
H -4.355 3.036 -3.609
C -4.002 0.927 -3.596
H -3.241 0.987 -4.376
H -3.447 -2.305 -2.776
H -3.889 -1.903 -4.481
I 1.316 -3.397 1.029
*
```

***

Entry 3:
C22H25IrNO2STe as an isolated structure, computed with ωB97M-V with the def2-TZVPD basis set.

## Properties
**Gap between HOMO and LUMO (spin up / spin down)**: 7.42 / 6.07 eV
**HOMO (spin up / spin down)**: -0.508 / -0.552 Ha
**M**: 687.3 g mol⁻¹

The geometry in ORCA input format:
```
! wB97M-V def2-TZVPD RIJCOSX def2/J DEFGRID3
* xyz 2 6
Ir -0.608 1.969 -0.090
C 2.256 3.447 0.013
C 2.365 2.176 -0.767
C 3.618 1.724 -1.221
C 3.704 0.569 -1.939
C 2.537 -0.177 -2.213
C 2.564 -1.384 -2.961
C 1.413 -2.087 -3.212
C 0.194 -1.619 -2.716
C 0.120 -0.442 -1.967
S -1.380 0.081 -1.368
C 1.320 0.305 -1.720
N 1.255 1.478 -1.016
H 3.149 4.055 -0.107
H 2.139 3.228 1.078
H 1.392 4.029 -0.313
H 4.499 2.310 -0.999
H 4.660 0.218 -2.310
H 3.515 -1.738 -3.337
H 1.445 -2.996 -3.796
H -0.719 -2.167 -2.911
C -2.568 4.860 -1.696
Te -2.645 3.697 0.071
C -4.294 2.522 -0.536
H -2.604 4.209 -2.564
H -1.649 5.440 -1.683
H -3.429 5.522 -1.665
H -5.157 3.182 -0.582
H -4.458 1.756 0.219
H -4.094 2.078 -1.507
C 0.068 -4.924 0.661
C -0.118 -3.550 1.205
C 0.959 -2.868 1.806
C 0.795 -1.629 2.367
C 1.891 -0.938 3.114
C -0.487 -1.005 2.202
C -1.626 -1.711 1.692
C -2.991 -1.101 1.768
C -1.400 -2.945 1.154
C -0.659 0.395 2.657
O -0.885 0.364 3.854
O -0.592 1.427 1.906
H 0.956 -5.404 1.065
H 0.180 -4.873 -0.429
H -0.805 -5.546 0.860
H 1.924 -3.357 1.869
H 2.831 -1.472 3.004
H 1.641 -0.883 4.175
H 2.025 0.092 2.772
H -3.322 -1.059 2.809
H -3.712 -1.686 1.202
H -2.989 -0.076 1.391
H -2.224 -3.496 0.714
*
```